Below is a 12-piece molecular cluster, C46H127N11O13 overall at a distorted geometry, with properties calculated with ωB97M-V/def2-TZVPD.

Its SMILES is COC[C@H](C)N.COC[C@H](C)N.COC[C@H](C)N.COC[C@H](C)N.COC[C@H](C)N.COC[C@H](C)N.COC[C@H](C)N.COC[C@H](C)N.COC[C@H](C)N.COC[C@H](C)N.COC[C@H](C)N.OCCO. Its frontier orbital gap is 9.02 eV. The LUMO energy is 0.31 eV. For the energy relative to the best compared isomer or geometry (same formula, charge and spin), the calculation gives 70.4 kcal/mol. For the electronic energy, the calculation gives -92761.5335 eV. The HOMO energy is -0.32027 hartree.

Each atom is followed by the atoms it is bonded to, with distances in Å.
CARTESIAN COORDINATES (ANGSTROEM)
1 C 7.34608 -1.83385 -5.78202  O2 1.399, H7 1.092, H8 1.098, H9 1.096
2 O 7.31125 -2.85116 -4.82161  C1 1.399, C3 1.437
3 C 5.99663 -3.38387 -4.59440  O2 1.437, C4 1.537, H10 1.093, H11 1.089
4 C 4.95473 -2.36223 -4.11273  C3 1.537, C5 1.554, N6 1.444, H12 1.093
5 C 5.46724 -1.75833 -2.77603  C4 1.554, H13 1.089, H14 1.093, H15 1.097
6 N 3.60137 -2.84397 -3.96480  C4 1.444, H16 1.016, H17 1.012
7 H 8.31595 -1.34837 -5.91252  C1 1.092
8 H 6.73430 -0.96916 -5.49346  C1 1.098
9 H 7.04880 -2.23953 -6.75562  C1 1.096
10 H 5.73573 -3.90613 -5.51826  C3 1.093
11 H 6.19459 -4.16128 -3.85750  C3 1.089
12 H 4.90185 -1.58361 -4.87754  C4 1.093
13 H 4.76247 -1.13899 -2.22342  C5 1.089
14 H 6.45228 -1.30106 -2.89666  C5 1.093
15 H 5.69165 -2.59108 -2.09882  C5 1.097
16 H 3.54918 -3.69243 -3.40744  N6 1.016
17 H 2.98557 -2.21326 -3.46832  N6 1.012
18 C -1.05677 2.77208 -2.90313  O19 1.424, H24 1.082, H25 1.092, H26 1.093
19 O -1.15734 1.68752 -3.82059  C18 1.424, C20 1.414
20 C -1.40308 2.07711 -5.15795  O19 1.414, C21 1.525, H27 1.104, H28 1.102
21 C -1.27744 0.81764 -6.00890  C20 1.525, C22 1.512, N23 1.483, H29 1.096
22 C -0.01010 0.07112 -5.65760  C21 1.512, H30 1.091, H31 1.092, H32 1.094
23 N -1.37007 0.99413 -7.47879  C21 1.483, H33 1.006, H34 1.012
24 H -1.17656 2.34068 -1.91761  C18 1.082
25 H -1.84421 3.50521 -3.09012  C18 1.092
26 H -0.06692 3.21982 -3.02087  C18 1.093
27 H -2.43042 2.47786 -5.11279  C20 1.104
28 H -0.74432 2.94049 -5.34605  C20 1.102
29 H -2.07668 0.11475 -5.74735  C21 1.096
30 H -0.11593 -0.29609 -4.63593  C22 1.091
31 H 0.94061 0.59902 -5.75729  C22 1.092
32 H 0.05582 -0.78558 -6.33412  C22 1.094
33 H -0.72386 0.37911 -7.94431  N23 1.006
34 H -1.19979 1.96952 -7.68670  N23 1.012
35 C 1.98360 0.93608 -1.41329  O36 1.420, H41 1.091, H42 1.091, H43 1.092
36 O 1.46144 -0.16753 -0.68788  C35 1.420, C37 1.409
37 C 0.39513 -0.85301 -1.30239  O36 1.409, C38 1.518, H44 1.102, H45 1.095
38 C -0.87351 -0.86632 -0.46823  C37 1.518, C39 1.515, N40 1.470, H46 1.098
39 C -0.78940 -1.82856 0.69925  C38 1.515, H47 1.092, H48 1.090, H49 1.097
40 N -2.00594 -1.21196 -1.33945  C38 1.470, H50 1.026, H51 1.017
41 H 2.54391 0.67236 -2.31160  C35 1.091
42 H 2.68957 1.34910 -0.69191  C35 1.091
43 H 1.20776 1.68934 -1.56421  C35 1.092
44 H 0.08547 -0.37878 -2.24778  C37 1.102
45 H 0.70914 -1.83537 -1.67102  C37 1.095
46 H -1.06572 0.18300 -0.20855  C38 1.098
47 H -0.35171 -2.80323 0.47124  C39 1.092
48 H -1.73536 -1.84530 1.23974  C39 1.090
49 H -0.04793 -1.52627 1.44907  C39 1.097
50 H -2.89266 -1.27001 -0.82652  N40 1.026
51 H -2.16344 -0.51717 -2.06454  N40 1.017
52 C 1.79074 2.81036 2.07625  O53 1.418, H58 1.096, H59 1.098, H60 1.086
53 O 0.87802 2.73441 3.15840  C52 1.418, C54 1.410
54 C 1.57632 2.65481 4.38098  O53 1.410, C55 1.565, H61 1.098, H62 1.093
55 C 0.57781 2.95743 5.54786  C54 1.565, C56 1.520, N57 1.462, H63 1.097
56 C -0.73215 2.19560 5.43322  C55 1.520, H64 1.092, H65 1.092, H66 1.088
57 N 0.25155 4.36823 5.75137  C55 1.462, H67 1.016, H68 1.015
58 H 2.54238 2.01222 2.09057  C52 1.096
59 H 2.43061 3.69784 2.17229  C52 1.098
60 H 1.23864 2.83251 1.14082  C52 1.086
61 H 1.84507 1.61243 4.59796  C54 1.098
62 H 2.40333 3.36934 4.40539  C54 1.093
63 H 1.12052 2.60833 6.43457  C55 1.097
64 H -0.93116 1.69188 6.38171  C56 1.092
65 H -0.66859 1.40522 4.68200  C56 1.092
66 H -1.58191 2.83992 5.21587  C56 1.088
67 H -0.29039 4.65619 4.94192  N57 1.016
68 H 1.11091 4.90800 5.78120  N57 1.015
69 C -5.05310 -3.94391 -5.94600  O70 1.404, H75 1.090, H76 1.092, H77 1.100
70 O -5.02238 -3.76078 -4.55444  C69 1.404, C71 1.408
71 C -3.86016 -3.10075 -4.11261  O70 1.408, C72 1.529, H78 1.103, H79 1.094
72 C -2.50242 -3.77005 -4.32938  C71 1.529, C73 1.509, N74 1.475, H80 1.096
73 C -2.37491 -5.13278 -3.69434  C72 1.509, H81 1.095, H82 1.093, H83 1.090
74 N -1.47444 -2.83689 -3.83220  C72 1.475, H84 1.030, H85 1.015
75 H -6.07847 -4.11857 -6.27308  C69 1.090
76 H -4.39173 -4.71776 -6.34069  C69 1.092
77 H -4.79597 -3.03255 -6.50661  C69 1.100
78 H -3.85661 -2.09771 -4.57112  C71 1.103
79 H -4.01729 -2.94343 -3.04112  C71 1.094
80 H -2.29733 -3.85158 -5.40256  C72 1.096
81 H -3.08048 -5.85865 -4.11063  C73 1.095
82 H -2.57508 -5.10557 -2.61995  C73 1.093
83 H -1.41104 -5.60841 -3.87751  C73 1.090
84 H -1.74482 -2.61026 -2.86445  N74 1.030
85 H -1.56970 -1.96331 -4.34075  N74 1.015
86 C -5.31329 4.65684 2.75835  O87 1.412, H92 1.090, H93 1.097, H94 1.093
87 O -4.39808 3.66218 2.35148  C86 1.412, C88 1.424
88 C -4.58117 3.36226 0.97109  O87 1.424, C89 1.506, H95 1.102, H96 1.096
89 C -3.46743 2.43261 0.56547  C88 1.506, C90 1.551, N91 1.462, H97 1.097
90 C -2.10532 3.16924 0.47526  C89 1.551, H98 1.094, H99 1.089, H100 1.091
91 N -3.67919 1.76223 -0.71629  C89 1.462, H101 1.018, H102 1.009
92 H -5.00103 5.04090 3.72949  C86 1.090
93 H -6.30807 4.20977 2.87783  C86 1.097
94 H -5.40347 5.51207 2.08348  C86 1.093
95 H -5.56568 2.87558 0.88090  C88 1.102
96 H -4.70627 4.21114 0.28873  C88 1.096
97 H -3.36139 1.65429 1.33070  C89 1.097
98 H -1.29207 2.44236 0.39099  C90 1.094
99 H -1.87848 3.77742 1.34958  C90 1.089
100 H -2.10848 3.73705 -0.45618  C90 1.091
101 H -4.40270 1.07912 -0.50052  N91 1.018
102 H -2.85771 1.24539 -0.99382  N91 1.009
103 C -6.86360 0.07955 2.25751  O104 1.420, H109 1.093, H110 1.087, H111 1.093
104 O -5.47065 -0.18844 2.31258  C103 1.420, C105 1.431
105 C -5.01642 -0.47375 3.63935  O104 1.431, C106 1.541, H112 1.099, H113 1.094
106 C -3.64222 -1.17082 3.63860  C105 1.541, C107 1.518, N108 1.495, H114 1.096
107 C -3.29036 -1.90385 4.92025  C106 1.518, H115 1.092, H116 1.090, H117 1.089
108 N -2.57074 -0.18123 3.31020  C106 1.495, H118 1.021, H119 1.022
109 H -7.45976 -0.46726 2.99294  C103 1.093
110 H -7.23025 -0.17295 1.26549  C103 1.087
111 H -7.02341 1.13705 2.48350  C103 1.093
112 H -4.89718 0.50892 4.11683  C105 1.099
113 H -5.79444 -0.98572 4.21369  C105 1.094
114 H -3.55321 -1.83114 2.76824  C106 1.096
115 H -4.21419 -2.28116 5.36366  C107 1.092
116 H -2.75981 -1.22822 5.59115  C107 1.090
117 H -2.62202 -2.73427 4.69700  C107 1.089
118 H -2.79097 0.02439 2.33417  N108 1.021
119 H -2.88104 0.67695 3.77084  N108 1.022
120 C 5.57158 2.54227 -4.42041  O121 1.403, H126 1.092, H127 1.095, H128 1.097
121 O 6.20530 2.56765 -3.16894  C120 1.403, C122 1.415
122 C 5.44674 2.93105 -2.03102  O121 1.415, C123 1.535, H129 1.095, H130 1.098
123 C 6.19506 2.76781 -0.70059  C122 1.535, C124 1.536, N125 1.460, H131 1.097
124 C 5.26400 2.38812 0.46057  C123 1.536, H132 1.090, H133 1.091, H134 1.088
125 N 6.78762 4.03909 -0.29658  C123 1.460, H135 1.013, H136 1.011
126 H 5.03391 1.61767 -4.64060  C120 1.092
127 H 6.30501 2.62931 -5.22834  C120 1.095
128 H 5.03399 3.48209 -4.59456  C120 1.097
129 H 5.12006 3.97467 -2.07652  C122 1.095
130 H 4.69354 2.13275 -2.06456  C122 1.098
131 H 6.97657 2.01509 -0.86187  C123 1.097
132 H 4.71124 1.49674 0.16460  C124 1.090
133 H 4.57379 3.21554 0.62993  C124 1.091
134 H 5.90330 2.30222 1.33720  C124 1.088
135 H 7.35107 4.49339 -1.00586  N125 1.013
136 H 7.37648 3.97214 0.52297  N125 1.011
137 C -2.35851 -5.12631 2.09708  O138 1.436, H143 1.096, H144 1.089, H145 1.089
138 O -1.04808 -5.41098 2.61105  C137 1.436, C139 1.415
139 C -1.07866 -6.52255 3.48577  O138 1.415, C140 1.541, H146 1.097, H147 1.095
140 C 0.36302 -6.79160 3.95828  C139 1.541, C141 1.520, N142 1.470, H148 1.099
141 C 1.05570 -5.56968 4.53853  C140 1.520, H149 1.087, H150 1.092, H151 1.096
142 N 1.14746 -7.30018 2.82374  C140 1.470, H152 1.013, H153 1.013
143 H -2.93786 -4.75530 2.94987  C137 1.096
144 H -2.78729 -6.00788 1.62243  C137 1.089
145 H -2.17485 -4.24472 1.48396  C137 1.089
146 H -1.67558 -6.29842 4.37873  C139 1.097
147 H -1.47860 -7.40063 2.96822  C139 1.095
148 H 0.38583 -7.62436 4.67505  C140 1.099
149 H 0.85950 -5.34228 5.58329  C141 1.087
150 H 0.89253 -4.76487 3.81848  C141 1.092
151 H 2.14160 -5.69865 4.47222  C141 1.096
152 H 0.52415 -7.37390 2.02902  N142 1.013
153 H 1.86515 -6.63587 2.56051  N142 1.013
154 C 0.82262 -1.75288 4.03904  O155 1.393, H160 1.103, H161 1.093, H162 1.095
155 O 1.07007 -2.21936 5.32845  C154 1.393, C156 1.452
156 C 0.51655 -1.39967 6.39150  O155 1.452, C157 1.500, H163 1.097, H164 1.093
157 C 1.46701 -1.51591 7.54596  C156 1.500, C158 1.513, N159 1.505, H165 1.094
158 C 1.54419 -2.86881 8.21953  C157 1.513, H166 1.093, H167 1.089, H168 1.092
159 N 1.07713 -0.52227 8.60626  C157 1.505, H169 1.020, H170 1.015
160 H -0.22836 -1.96799 3.78326  C154 1.103
161 H 1.28823 -2.37951 3.27346  C154 1.093
162 H 1.00201 -0.69847 3.80657  C154 1.095
163 H 0.50033 -0.42256 5.89302  C156 1.097
164 H -0.51996 -1.73177 6.49236  C156 1.093
165 H 2.48238 -1.26537 7.22604  C157 1.094
166 H 1.99257 -3.57844 7.51973  C158 1.093
167 H 0.59791 -3.23195 8.61688  C158 1.089
168 H 2.24822 -2.80845 9.05268  C158 1.092
169 H 1.05822 0.36643 8.10581  N159 1.020
170 H 1.85272 -0.42242 9.25334  N159 1.015
171 C 4.17392 6.89961 -4.69688  O172 1.402, H177 1.092, H178 1.090, H179 1.099
172 O 4.09934 6.44904 -3.37108  C171 1.402, C173 1.406
173 C 2.89398 5.84209 -2.97845  O172 1.406, C174 1.549, H180 1.097, H181 1.097
174 C 2.66380 5.98576 -1.45382  C173 1.549, C175 1.507, N176 1.472, H182 1.093
175 C 1.34964 5.35114 -1.07627  C174 1.507, H183 1.093, H184 1.096, H185 1.094
176 N 2.52101 7.38516 -1.02016  C174 1.472, H186 1.017, H187 1.018
177 H 5.13854 7.39362 -4.83451  C171 1.092
178 H 3.40365 7.55643 -5.10198  C171 1.090
179 H 4.32405 6.03289 -5.35572  C171 1.099
180 H 2.05746 6.34919 -3.47440  C173 1.097
181 H 2.94123 4.77487 -3.23004  C173 1.097
182 H 3.52012 5.60737 -0.88986  C174 1.093
183 H 1.12418 5.43628 -0.01053  C175 1.093
184 H 1.26888 4.27142 -1.24607  C175 1.096
185 H 0.48115 5.82147 -1.54695  C175 1.094
186 H 1.69608 7.75099 -1.48951  N176 1.017
187 H 3.32122 7.91062 -1.36594  N176 1.018
188 O -4.95217 -3.66927 1.19683  C189 1.436, H192 0.964
189 C -4.84811 -3.48398 -0.22381  O188 1.436, C190 1.536, H193 1.089, H194 1.092
190 C -5.39634 -2.08431 -0.53997  C189 1.536, O191 1.415, H195 1.100, H196 1.090
191 O -4.51877 -1.18124 0.10462  C190 1.415, H197 0.989
192 H -5.87617 -3.58693 1.45757  O188 0.964
193 H -3.77606 -3.48532 -0.41563  C189 1.089
194 H -5.35916 -4.28400 -0.76433  C189 1.092
195 H -6.39896 -2.09404 -0.08826  C190 1.100
196 H -5.60620 -1.96663 -1.60291  C190 1.090
197 H -4.75169 -1.23489 1.06428  O191 0.989